The following is a quantum chemistry calculation of a molecular structure, C21H26BrN3O4Te4Ti in a non-equilibrium geometry, from OMol25.

```
60
Properties=species:S:1:pos:R:3:mulliken_charge:R:1
Ti 0.0241 0.0873 -0.1952 0.445
C -0.2082 -0.3199 -4.5130 -1.491
C 0.3832 -0.4524 -3.1301 0.775
O -0.3054 0.1305 -2.2002 -0.275
C 1.5600 -1.1385 -2.9388 -0.782
C 2.2437 -1.2299 -1.6816 0.602
C 3.4620 -2.1078 -1.5546 -1.546
N 1.8789 -0.4490 -0.7118 0.198
N -0.4188 -1.8716 -0.2613 -0.142
C -1.2319 -1.7013 0.7051 -0.155
O -1.3087 -0.4630 1.2879 -0.604
C -2.0492 -2.7954 1.2994 0.007
C -2.8762 -2.5820 2.4002 -0.158
C -3.5840 -3.6337 2.9628 -0.648
C -3.5072 -4.9047 2.4068 -0.375
C -2.7472 -5.1039 1.2588 -0.456
C -2.0336 -4.0558 0.7003 -0.063
H -1.2375 -0.6865 -4.5061 0.287
H 0.3672 -0.8724 -5.2562 0.376
H -0.2428 0.7340 -4.8035 0.248
H 2.0036 -1.6370 -3.7936 0.197
H 4.3151 -1.6787 -2.0922 0.307
H 3.2658 -3.0953 -1.9767 0.379
H 3.7368 -2.2161 -0.5057 0.243
H -2.9180 -1.5857 2.8207 0.379
H -4.1907 -3.4653 3.8456 0.360
H -4.0382 -5.7330 2.8618 0.356
H -2.7100 -6.0851 0.7990 0.354
H -1.4178 -4.1803 -0.1815 0.453
C 3.6844 2.0686 -0.5306 -0.921
O 2.4173 2.3049 0.0357 0.135
C 2.4862 3.0949 1.2021 -0.702
C 1.1042 3.4201 1.7198 -0.592
O 0.4509 2.2402 2.0970 0.092
C -0.6999 2.4318 2.8789 -0.910
H 4.1505 3.0116 -0.8509 0.296
H 3.5338 1.4163 -1.3870 0.200
H 4.3467 1.5668 0.1843 0.332
H 3.0159 4.0364 0.9869 0.408
H 3.0391 2.5540 1.9819 0.340
H 0.5249 3.9512 0.9492 0.168
H 1.2167 4.0870 2.5887 0.479
H -1.4573 3.0153 2.3371 0.304
H -0.4571 2.9451 3.8193 0.383
H -1.0960 1.4396 3.0886 0.129
Te 1.8872 -0.7154 1.4406 -0.001
Te 0.7298 -3.0200 2.4544 -0.101
Te 4.1066 -4.1036 5.7447 -0.739
Te 3.3555 -2.4216 3.7112 -0.260
Br -3.9048 4.0484 -3.5263 -0.232
C -2.7222 3.1152 -2.3704 0.158
C -1.3643 3.4235 -2.3790 -0.866
C -0.5686 2.8446 -1.4215 -0.213
N -1.0203 2.0279 -0.4440 0.148
C -2.3471 1.7689 -0.4446 -0.259
C -3.2242 2.2968 -1.3784 -0.854
H -0.9316 4.0630 -3.1346 0.453
H 0.5018 3.0169 -1.4192 0.362
H -2.6997 1.1218 0.3508 0.552
H -4.2736 2.0425 -1.3312 0.446
```

Computed properties:
DFT total energy: -157190.136 eV
Highest occupied orbital energy (spin up / spin down): 0.00721 / 0.00676 Eh
HOMO-LUMO gap (spin up / spin down): 3.128 / 3.140 eV
LUMO (spin up / spin down): 3.32 / 3.32 eV
Total charge: -2
Relative energy (zero: lowest compared OMol25 entry of this formula, charge and spin): 71.7 kcal per mole